Below is a single C12H18N2O molecule, with properties calculated with ωB97M-V/def2-TZVPD.

Each atom is followed by the atoms it is bonded to, with distances in Å.
CARTESIAN COORDINATES (ANGSTROEM)
1 C 6.189 0.179 0.366  C2 1.524, H16 1.088, H17 1.088, H18 1.088
2 C 5.061 -0.765 -0.033  C1 1.524, C3 1.527, H19 1.093, H20 1.093
3 C 3.723 -0.037 -0.141  C2 1.527, C4 1.527, H21 1.092, H22 1.091
4 C 2.591 -0.985 -0.528  C3 1.527, C5 1.528, H23 1.093, H24 1.093
5 C 1.259 -0.274 -0.768  C4 1.528, C6 1.534, H25 1.093, H26 1.091
6 C 0.690 0.371 0.502  C5 1.534, C7 1.504, H27 1.092, H28 1.089
7 C -0.696 0.906 0.262  C6 1.504, N8 1.277, C10 1.473
8 N -0.751 2.177 0.147  C7 1.277, O9 1.342
9 O -1.890 2.838 -0.106  N8 1.342, H29 0.992
10 C -1.827 -0.031 0.160  C7 1.473, C11 1.401, N15 1.340
11 C -1.699 -1.402 0.415  C10 1.401, C12 1.382, H30 1.077
12 C -2.811 -2.215 0.304  C11 1.382, C13 1.388, H31 1.081
13 C -4.031 -1.657 -0.052  C12 1.388, C14 1.384, H32 1.078
14 C -4.073 -0.292 -0.276  C13 1.384, N15 1.319, H33 1.082
15 N -3.016 0.490 -0.175  C10 1.340, C14 1.319
16 H 7.132 -0.358 0.436  C1 1.088
17 H 6.299 0.972 -0.370  C1 1.088
18 H 5.981 0.635 1.331  C1 1.088
19 H 5.299 -1.230 -0.992  C2 1.093
20 H 4.978 -1.564 0.709  C2 1.093
21 H 3.802 0.753 -0.892  C3 1.092
22 H 3.499 0.435 0.817  C3 1.091
23 H 2.871 -1.512 -1.444  C4 1.093
24 H 2.466 -1.737 0.256  C4 1.093
25 H 0.541 -0.997 -1.164  C5 1.093
26 H 1.391 0.503 -1.523  C5 1.091
27 H 0.685 -0.351 1.321  C6 1.092
28 H 1.313 1.216 0.791  C6 1.089
29 H -2.642 2.200 -0.210  O9 0.992
30 H -0.751 -1.827 0.698  C11 1.077
31 H -2.729 -3.276 0.494  C12 1.081
32 H -4.919 -2.262 -0.150  C13 1.078
33 H -4.993 0.209 -0.549  C14 1.082

Computed properties:
* SMILES: CCCCCC/C(=N/O)c1ccccn1
* total charge: 0
* Kohn-Sham gap: 9.1 eV
* energy: -17762.46128 eV
* relative energy (zero: lowest compared OMol25 entry of this formula, charge and spin): 0.0 kcal per mole
* highest occupied orbital energy: -8.86 eV